This record from the OMol25 dataset describes C12H30BaN2O4 as an isolated structure in a non-equilibrium geometry. The level of theory is wB97M-V/def2-TZVPD.

Gap between HOMO and LUMO: 10.4 eV
Highest occupied orbital energy: -15.97 eV
Molecular weight: 403.71 g mol⁻¹
LUMO: -5.575 eV
Energy relative to the best compared isomer or geometry (same formula, charge and spin): 0.00 kJ/mol
E_tot: -24781.74546 eV

```
! wB97M-V def2-TZVPD RIJCOSX def2/J DEFGRID3
* xyz 2 1
O -0.884 -2.353 -1.266
C -1.237 -2.540 -2.638
H -0.698 -3.392 -3.059
C 2.757 2.343 -0.137
C 1.620 3.034 -0.884
H -3.736 1.170 -2.284
O 2.348 1.071 0.394
H 0.551 -2.760 1.750
H -1.459 -4.008 1.567
C -1.401 -3.098 0.955
H 1.052 2.201 2.671
H 4.129 0.035 0.705
H 0.981 3.506 -0.131
Ba -0.091 -0.028 -0.096
H 2.868 -0.182 1.930
H 3.056 3.001 0.683
H 3.794 1.332 1.875
H -3.357 -0.476 -1.749
H 1.273 -1.349 3.585
H -0.917 -2.670 3.559
H -0.056 -0.657 4.516
N -0.313 -2.262 1.550
N 0.844 2.089 -1.701
H -0.941 3.194 -1.457
H -2.341 -2.574 1.124
C -3.067 0.319 -2.434
C 0.827 1.430 3.407
H -0.693 1.341 -3.895
H -0.116 3.498 -2.978
H -0.275 -4.214 -0.522
H -3.185 -0.031 -3.462
H -2.088 2.201 -3.481
C -0.376 2.711 -2.257
H -1.689 -1.278 2.892
C -0.736 -1.816 2.893
H 3.630 2.191 -0.779
H -0.955 -1.641 -3.177
O 0.321 0.294 2.707
C -1.222 1.723 -3.010
H -2.305 -2.737 -2.743
H 1.438 1.806 -2.477
H 1.978 3.857 -1.509
H -1.944 -4.105 -0.844
C 0.279 -0.894 3.501
C 3.345 0.543 1.272
C -1.111 -3.508 -0.455
O -1.713 0.676 -2.156
H 0.076 1.822 4.094
H 1.739 1.184 3.951
*
```

This record from the OMol25 dataset describes C2H3BrF3N2 as an isolated structure in a non-equilibrium geometry. The level of theory is wB97M-V/def2-TZVPD.

Gap between HOMO and LUMO (alpha / beta): 7.9 / 7.9 eV
Highest occupied orbital energy (alpha / beta): -14.38 / -14.39 eV
Molecular weight: 191.96 g mol⁻¹
LUMO (alpha / beta): -6.488 / -6.487 eV
Energy relative to the best compared isomer or geometry (same formula, charge and spin): 322.64 kJ/mol
E_tot: -83286.44819 eV

```
! wB97M-V def2-TZVPD RIJCOSX def2/J DEFGRID3
* xyz 1 1
N 0.666 -1.360 -0.962
H -0.175 -1.915 -1.291
H 2.022 0.736 0.467
C -1.299 0.412 0.182
H 0.805 1.849 0.645
Br 1.874 -2.466 -0.161
C 0.163 0.185 0.120
F -1.589 1.579 -0.499
N 1.103 0.967 0.413
F -1.604 0.584 1.479
F -1.967 -0.570 -0.394
*
```

This record from the OMol25 dataset describes a 2-piece molecular cluster, CH7N2Si overall in a non-equilibrium geometry. The level of theory is wB97M-V/def2-TZVPD.

Gap between HOMO and LUMO: 9.6 eV
Highest occupied orbital energy: -14.22 eV
Molecular weight: 75.17 g mol⁻¹
LUMO: -4.658 eV
Energy relative to the best compared isomer or geometry (same formula, charge and spin): 234.70 kJ/mol
E_tot: -11999.34524 eV

```
! wB97M-V def2-TZVPD RIJCOSX def2/J DEFGRID3
* xyz 1 1
H 2.258 0.216 -1.516
C -1.182 0.531 -0.199
H -2.301 -1.025 -1.023
H 0.738 -0.446 1.541
N 0.989 -0.214 0.561
H 3.671 0.088 0.711
H -1.042 1.047 -1.117
H -0.933 0.987 0.737
N -2.147 -0.404 -0.211
Si 2.461 -0.076 -0.110
H -2.511 -0.704 0.626
*
```

This record from the OMol25 dataset describes a 11-piece molecular cluster, C30H61Cl20N2O overall. The level of theory is wB97M-V/def2-TZVPD.

Gap between HOMO and LUMO (alpha / beta): 8.1 / 9.1 eV
Highest occupied orbital energy (alpha / beta): -7.86 / -8.89 eV
Molecular weight: 1174.89 g mol⁻¹
LUMO (alpha / beta): 0.200 / 0.200 eV
E_tot: -287576.83030 eV

```
! wB97M-V def2-TZVPD RIJCOSX def2/J DEFGRID3
* xyz 0 2
H -1.525 -2.113 -1.712
Cl -2.305 -1.855 2.541
H 1.150 0.024 -6.589
C -0.222 0.476 -4.955
C -3.027 7.155 -2.348
Cl 1.755 -7.742 5.888
Cl -1.341 6.998 -1.780
H -3.409 8.092 -1.947
C -4.539 -2.794 1.290
C -1.236 0.257 -6.076
H 3.527 4.581 -7.114
Cl -3.228 -0.110 6.169
H 5.891 2.779 -6.380
C -2.535 -1.509 7.040
H 1.636 1.410 -5.632
C 0.053 2.082 -2.987
H -1.282 1.120 -6.739
Cl -4.088 -3.373 5.782
H -3.362 -4.254 -3.928
H -1.516 -5.944 -3.428
H 0.583 -8.566 2.341
C -1.840 -5.171 -2.735
Cl -1.167 -7.034 2.020
H -1.277 8.401 1.904
H -0.407 0.414 9.724
C 1.491 -6.648 2.516
H -1.460 8.281 3.666
H 3.053 -6.349 7.263
Cl -4.383 -6.160 -3.006
C -0.109 3.577 -2.678
H -1.202 -4.296 -2.846
N -0.471 1.832 -4.369
H -1.966 -2.532 5.229
H -3.592 -4.105 -2.169
C 4.219 -6.638 5.500
H 1.683 0.622 -2.800
C -3.311 8.292 2.605
Cl -3.437 4.476 -2.659
N -2.651 -0.268 -2.905
H -3.809 5.873 -0.805
H 5.722 4.461 -5.858
C -1.847 7.941 2.707
H -3.192 -0.037 -2.074
H -3.905 7.731 3.322
H 4.944 4.307 -8.146
C 5.179 3.570 -6.165
Cl -3.954 7.934 0.980
H 8.032 4.015 -2.679
H 1.874 -0.202 -4.997
Cl -1.601 -5.777 -1.074
Cl 4.796 -7.938 4.424
Cl 3.555 2.416 -8.033
H -1.103 0.135 12.134
H 5.096 -6.187 5.960
C 7.916 2.185 -3.809
H -4.377 -0.818 2.144
H -0.710 -1.591 12.017
H -1.260 -0.848 -0.512
C -0.437 -0.597 -3.853
C 3.294 -7.156 6.573
H -5.626 -2.847 1.281
H -1.021 -1.400 -4.309
C 8.326 2.972 -2.592
Cl -1.576 6.182 2.620
H 3.722 -5.897 4.877
Cl -4.015 -2.266 -0.332
Cl -2.657 -1.032 10.824
O -1.661 2.282 -4.526
H 3.740 -7.979 7.125
H 0.103 -1.504 -1.458
C -3.891 6.013 -1.879
H -0.605 4.092 -3.496
Cl 4.204 3.047 -4.760
C -3.272 -4.762 -2.970
H 7.856 2.540 -1.710
H -4.132 -3.789 1.449
H 1.877 2.107 -1.889
H 0.862 4.053 -2.528
H 2.129 2.117 -3.641
H -0.909 -0.606 -6.657
H 8.317 1.175 -3.784
C -1.212 -0.180 -2.587
H -3.141 -1.678 7.925
H 0.514 -1.045 -3.559
H -1.530 -1.231 7.350
H -0.685 3.729 -1.767
C 4.320 3.880 -7.363
C -0.039 -0.384 10.364
C -4.082 -1.841 2.363
H -2.232 0.045 -5.694
H 6.829 2.143 -3.862
H -4.499 -2.140 3.322
Cl 1.597 -5.081 1.664
Cl 8.486 2.945 -5.324
C 0.518 -7.592 1.860
C -0.949 -1.213 -1.492
H -0.254 1.109 -1.121
H -1.932 -3.526 6.701
C -2.464 -2.737 6.172
H 0.908 -0.080 10.807
Cl 10.088 2.931 -2.322
H -3.448 9.357 2.777
H 1.209 -6.444 3.543
C 1.191 0.420 -5.575
H 0.724 -7.701 0.798
H -4.929 6.214 -2.138
H -1.725 1.782 -1.811
C 1.526 1.699 -2.837
Cl 0.308 -1.792 9.321
C -0.816 1.228 -2.052
C -1.022 -0.713 11.457
H -3.002 7.210 -3.433
H -2.884 0.447 -3.591
H 2.488 -7.088 2.503
*
```

This record from the OMol25 dataset describes one molecule with the formula C16H16FN3S in a non-equilibrium geometry. The level of theory is wB97M-V/def2-TZVPD.

Gap between HOMO and LUMO: 6.8 eV
Highest occupied orbital energy: -6.71 eV
Molecular weight: 301.39 g mol⁻¹
LUMO: 0.053 eV
E_tot: -34860.19732 eV
SMILES: Fc1ccccc1Sc1ccccc1CNC1=NCCN1

```
! wB97M-V def2-TZVPD RIJCOSX def2/J DEFGRID3
* xyz 0 1
H -3.036 -0.719 0.831
C 4.669 1.426 0.426
H -5.429 0.286 1.059
C 4.431 -1.045 -0.640
C -4.443 2.168 0.657
H 5.085 2.170 0.701
N -3.579 0.085 0.384
H -1.390 -4.362 0.751
C 0.024 -2.801 1.290
C 2.287 0.271 -0.044
H 6.256 0.285 0.195
C -0.034 -0.967 -0.138
H -2.623 -0.939 -2.181
C 0.628 -1.795 0.963
C -1.073 -1.382 -0.699
H 4.865 -1.838 -0.807
H 2.441 -1.689 -1.080
N -2.063 0.688 -1.177
H -1.129 -0.562 -2.533
C -1.108 -3.400 0.468
H -2.415 -3.141 -0.887
H 0.504 -3.609 1.933
S 0.606 0.650 -0.553
C 3.292 1.426 0.313
F 2.582 2.570 0.799
C -1.749 -0.632 -1.927
C -4.574 0.713 1.442
H -5.578 2.257 0.196
H -1.801 1.304 -1.932
C 5.201 0.140 0.026
H -4.381 2.869 1.597
C 2.980 -0.840 -0.577
N -3.583 2.086 -0.239
H -3.953 0.628 2.289
H 1.462 -1.319 1.545
C -2.988 0.819 -0.396
C -1.569 -2.909 -0.533
*
```

This record from the OMol25 dataset describes a 2-piece molecular cluster, C4H12N4S3 overall in a non-equilibrium geometry. The level of theory is wB97M-V/def2-TZVPD.

Gap between HOMO and LUMO: 8.8 eV
Highest occupied orbital energy: -8.34 eV
Molecular weight: 212.37 g mol⁻¹
LUMO: 0.427 eV
E_tot: -42806.60151 eV
SMILES: CSNC(C)=S.N/N=C\NS

```
! wB97M-V def2-TZVPD RIJCOSX def2/J DEFGRID3
* xyz 0 1
H 2.739 -0.489 -1.954
H -4.923 0.991 -1.536
N 2.285 0.129 0.868
N -1.712 -1.597 0.246
S 2.121 2.186 -0.816
S 3.737 -0.507 0.239
S -4.730 0.790 -0.220
C 1.649 1.256 0.456
H 0.274 2.637 1.335
H -2.419 0.830 0.050
H 2.419 -2.042 -1.099
C 0.402 1.557 1.255
C 3.152 -1.256 -1.294
C -2.873 -1.128 0.002
N -0.703 -0.598 0.209
H -0.471 1.161 0.723
H -3.721 -1.799 0.004
H 0.156 -1.069 0.459
H -0.587 -0.287 -0.756
H 0.431 1.121 2.260
H 4.032 -1.700 -1.769
H 1.874 -0.385 1.638
N -3.135 0.201 -0.301
*
```

Question: Which value of molecular weight does entry 6 give?
Answer: 212.37 g mol⁻¹